No. 1
{
  "formula": "C7H7IN2O4SbSe4Tl",
  "method": "ωB97M-V with the def2-TZVPD basis set",
  "symbols": ["Tl", "C", "C", "N", "C", "C", "N", "C", "O", "O", "C", "O", "O", "H", "H", "H", "H", "H", "Se", "Sb", "Se", "Se", "Se", "I", "C", "H", "H"],
  "xyz": [[1.42637, -1.22050, 0.55242], [0.54970, 2.32185, -1.13074], [-0.49481, 1.41773, -0.63370], [-0.30415, 0.34824, 0.09617], [-1.52972, -0.18451, 0.45500], [-2.49448, 0.62245, -0.08463], [-1.82530, 1.64709, -0.75918], [-3.99949, 0.56203, -0.15557], [-4.62538, 1.76203, -0.21814], [-4.58450, -0.49818, -0.26971], [-1.58232, -1.38385, 1.30998], [-2.63032, -1.53439, 1.97809], [-0.53128, -2.15828, 1.37054], [1.47075, 1.74550, -1.23793], [0.75743, 3.14740, -0.40978], [0.24466, 2.76541, -2.11618], [-2.20890, 2.43727, -1.26570], [-4.16765, 2.48614, 0.24812], [5.72902, -2.70025, -1.27125], [3.31070, -3.07563, -1.57454], [2.42746, -3.96425, 0.55897], [2.20447, -0.97047, -2.13153], [2.79789, -4.62062, -3.41609], [2.18840, 1.97397, 2.29196], [2.40980, -0.13716, 2.27967], [1.97262, -0.47726, 3.21457], [3.48904, -0.31177, 2.31918]],
  "spin_multiplicity": 1,
  "total_charge": -2,
  "homo_lumo_gap_ev": 4.38
}

=====

No. 2
{
  "formula": "C31H62O13",
  "method": "ωB97M-V with the def2-TZVPD basis set",
  "symbols": ["C", "C", "O", "C", "C", "O", "H", "H", "H", "H", "H", "H", "H", "H", "C", "C", "O", "C", "C", "O", "H", "H", "H", "H", "H", "H", "H", "H", "C", "C", "O", "C", "C", "O", "H", "H", "H", "H", "H", "H", "H", "H", "C", "C", "O", "C", "C", "O", "H", "H", "H", "H", "H", "H", "H", "H", "C", "C", "C", "O", "H", "H", "H", "H", "H", "H", "C", "C", "C", "O", "H", "H", "H", "H", "H", "H", "C", "C", "C", "O", "H", "H", "H", "H", "H", "H", "C", "C", "C", "O", "H", "H", "H", "H", "H", "H", "C", "C", "C", "O", "H", "H", "H", "H", "H", "H"],
  "xyz": [[5.96289, 0.95987, -6.35252], [5.04343, 0.97186, -5.05965], [3.63895, 1.38344, -5.33346], [2.89302, 1.63110, -4.27923], [1.64677, 2.28251, -4.78083], [3.08377, 1.19569, -3.10257], [5.95138, 1.92270, -6.78998], [5.54346, 0.30836, -7.14963], [7.01004, 0.89526, -6.01272], [5.24379, -0.17560, -4.49708], [5.12412, 1.57300, -4.13059], [1.63182, 3.17705, -4.44375], [0.66831, 1.85734, -4.23845], [1.61370, 1.89619, -5.86564], [-0.62985, -1.79220, 3.32969], [-0.19582, -0.37404, 3.14008], [0.53996, -0.30225, 1.90642], [1.20524, 0.80615, 1.60194], [2.19826, 0.45791, 0.41704], [1.21047, 1.89687, 2.05967], [-1.35465, -1.96148, 4.18042], [0.24062, -2.34287, 3.81180], [-1.03229, -2.27008, 2.39978], [-1.08765, 0.18217, 2.97269], [0.45668, 0.14743, 3.80633], [2.63892, -0.53586, 0.43416], [2.92730, 1.42961, 0.41961], [1.82889, 0.44669, -0.59533], [-2.29973, 5.93472, 0.16569], [-1.35200, 5.82756, -1.12135], [-0.16561, 5.12766, -0.78996], [0.78347, 4.87234, -1.63116], [1.87493, 4.07248, -1.08913], [0.78474, 5.49373, -2.66428], [-3.26650, 6.14788, -0.15607], [-2.01064, 6.42219, 1.06060], [-2.63134, 4.90077, 0.50722], [-1.82961, 5.18456, -1.83560], [-1.22716, 6.58938, -1.79510], [1.87506, 3.00192, -1.35057], [1.58519, 4.11089, -0.01056], [2.79689, 4.38941, -1.63184], [-3.01769, 0.91929, -3.73156], [-2.62468, 2.34608, -3.30998], [-2.60599, 2.41908, -1.97922], [-1.62171, 1.92431, -1.28708], [-1.70344, 2.28780, 0.19427], [-0.56265, 1.51865, -1.79391], [-2.06866, 0.31428, -3.44314], [-2.86892, 0.56792, -4.76237], [-4.12030, 0.69903, -3.47343], [-1.63030, 2.77153, -3.81865], [-3.27011, 2.98817, -3.86092], [-2.58475, 2.50418, 0.45067], [-1.08014, 2.96310, 0.41719], [-1.37431, 1.32070, 0.80552], [-3.86338, -1.36754, 1.98446], [-3.18650, -2.06063, 0.72797], [-2.77161, -1.26485, -0.47638], [-3.03485, -3.35921, 0.74763], [-4.30501, -2.09446, 2.48769], [-4.65190, -0.69652, 1.60260], [-2.93844, -0.64846, 2.47027], [-3.43456, -0.30573, -0.58893], [-2.93921, -1.70959, -1.30253], [-1.75543, -1.01777, -0.38643], [-3.87673, -5.54872, 5.87527], [-3.94810, -4.77821, 4.47351], [-4.28286, -5.46953, 3.19688], [-3.52565, -3.56238, 4.39937], [-4.11960, -4.91303, 6.76523], [-2.80693, -5.70563, 6.09093], [-4.28484, -6.51187, 5.94413], [-3.62242, -6.18269, 3.01234], [-4.76443, -4.87926, 2.38711], [-5.05711, -6.08788, 3.43276], [-2.80315, 0.60120, 5.76268], [-1.74806, -0.13311, 6.62449], [-2.25789, -1.23775, 7.45328], [-0.60653, 0.43484, 6.65212], [-3.13113, -0.27006, 5.01177], [-2.27756, 1.32776, 5.18801], [-3.60669, 1.14060, 6.36252], [-2.50152, -2.05672, 6.88466], [-3.09588, -1.18414, 8.13430], [-1.41081, -1.75821, 7.88220], [0.23455, -1.93020, -3.03367], [1.11146, -2.85075, -2.21055], [0.50761, -3.30270, -0.87706], [2.24213, -3.36155, -2.53725], [-0.04194, -0.94808, -2.58384], [-0.59229, -2.65965, -3.18083], [0.85152, -1.85139, -3.98253], [1.20942, -4.06857, -0.33217], [-0.40264, -3.84866, -0.86476], [0.38641, -2.39111, -0.25847], [7.55229, -0.93780, -1.34184], [6.05541, -1.17331, -1.13102], [5.23475, -2.14909, -1.87869], [5.44345, -0.40790, -0.17228], [8.17761, -1.83080, -1.17632], [8.01820, -0.29280, -0.70519], [7.76400, -0.57854, -2.31639], [5.81711, -2.93163, -2.37760], [4.44562, -1.77998, -2.69408], [4.80854, -2.69239, -1.05885]],
  "spin_multiplicity": 1,
  "e_above_lowest_kcal_mol": 18.88,
  "homo_lumo_gap_ev": 9.68
}

=====

No. 3
{
  "formula": "H42O21",
  "method": "ωB97M-V with the def2-TZVPD basis set",
  "symbols": ["O", "H", "H", "O", "H", "H", "O", "H", "H", "O", "H", "H", "O", "H", "H", "O", "H", "H", "O", "H", "H", "O", "H", "H", "O", "H", "H", "O", "H", "H", "O", "H", "H", "O", "H", "H", "O", "H", "H", "O", "H", "H", "O", "H", "H", "O", "H", "H", "O", "H", "H", "O", "H", "H", "O", "H", "H", "O", "H", "H", "O", "H", "H"],
  "xyz": [[0.83074, 2.87252, -1.65649], [1.57658, 3.00855, -2.23687], [0.72960, 3.43697, -0.89318], [0.44926, 0.11106, -4.91933], [0.57780, 0.41809, -4.01240], [0.11266, 0.89267, -5.35587], [-1.16819, -4.22304, -0.63532], [-0.23895, -4.32132, -0.91278], [-1.42217, -5.16624, -0.62713], [-3.70149, -1.02185, 2.89086], [-4.51269, -1.53905, 2.87376], [-3.02241, -1.74095, 2.84537], [-1.04002, 1.10878, -2.67618], [-1.83472, 1.31285, -3.10973], [-0.50983, 1.77101, -2.19217], [-2.09330, 3.03314, -0.82487], [-1.33582, 3.24605, -0.24911], [-2.53527, 2.25496, -0.49257], [-2.67887, -1.95808, -1.68214], [-2.42115, -2.88496, -1.84343], [-2.21182, -1.59437, -2.45900], [1.53488, -1.61142, 0.14949], [0.62620, -1.54281, 0.51658], [1.79200, -2.51257, 0.38716], [3.33578, 3.30727, -0.45812], [3.80704, 3.10101, 0.34945], [3.18464, 2.56160, -1.03082], [3.99091, 1.21396, 1.25636], [4.34482, 0.37611, 1.56889], [3.12786, 1.30340, 1.66728], [3.35923, -1.08256, 2.52533], [2.78456, -0.51602, 3.05684], [2.98879, -1.20937, 1.64862], [-2.63289, 1.59675, 1.63809], [-3.03930, 1.76371, 2.49252], [-3.06393, 0.80225, 1.26355], [1.48934, -2.15892, -3.24715], [2.25739, -1.68462, -2.91918], [1.29009, -2.03034, -4.17262], [-2.01900, -3.00207, 2.23148], [-2.43122, -3.82136, 2.51594], [-1.88511, -2.72666, 1.31608], [1.45697, 3.13571, 3.30796], [1.90378, 2.48118, 3.85967], [0.79647, 3.67562, 3.73106], [-0.04120, 2.57691, 0.79595], [-0.84350, 2.09604, 1.06874], [0.45058, 2.61718, 1.63792], [2.32563, 0.41236, -2.07856], [2.16876, 0.91564, -1.28082], [1.64259, -0.25437, -2.17916], [1.53610, 0.55536, 3.58543], [0.86191, 0.41129, 2.87022], [1.37969, -0.22986, 4.12710], [-2.41878, -0.79277, 0.55463], [-3.37893, -0.74286, 0.44787], [-2.20242, -1.01740, -0.40372], [-0.20000, -0.48293, 1.83870], [-0.82345, -1.16621, 2.14829], [-0.86460, -0.12636, 1.18696], [-0.89940, -1.83846, -3.59954], [-0.54190, -2.41774, -2.91957], [-0.70030, -0.95240, -3.28631]],
  "spin_multiplicity": 2,
  "e_above_lowest_kcal_mol": 0.00,
  "s2": 0.7505,
  "total_charge": -1,
  "homo_lumo_gap_ev": [2.49, 10.33]
}